A gas-phase ion, C4H11N2 (charge +1). Source: the Open Molecules 2025 dataset; level of theory: the ωB97M-V functional and the def2-TZVPD basis.

Properties
* net charge: +1
* SMILES: CCCNC=[NH2+]
* energy: -7298.467 eV
* highest occupied orbital energy: -14.58 eV
* energy above the lowest of the compared OMol25 structures with the same formula, charge and spin: 239.3 kJ/mol
* Kohn-Sham gap: 9.010 eV
* largest force on an atom: 1.55 eV/Å

Element x y z (Å)
N  0.25  -1.40  -0.82
N  -2.05  -1.22  -0.61
C  -0.89  -1.61  -0.15
C  0.53  1.03  -0.19
C  0.62  1.92  1.06
C  1.11  -0.38  -0.13
H  -2.80  -0.90  0.00
H  -0.19  1.66  1.74
H  1.06  1.55  -0.98
H  -1.02  -2.03  0.85
H  0.45  2.96  0.79
H  -0.51  0.99  -0.54
H  1.52  1.71  1.63
H  2.11  -0.38  -0.57
H  1.30  -0.71  0.91
H  -2.29  -1.17  -1.60
H  0.81  -2.02  -1.37